Record 1
A gas-phase ion, C4H7O2Si (charge -1), computed with ωB97M-V with the def2-TZVPD basis set.

CARTESIAN COORDINATES (ANGSTROEM)
H1 1.9323 -1.1576 -1.2160
H2 -0.4004 2.1235 1.4618
O1 -3.2846 -0.6495 -0.0861
C1 -2.2351 -0.0397 0.0817
C2 -0.7177 -1.0682 0.0900
Si1 -0.0237 1.4713 0.1712
H3 2.4091 -0.1762 0.1352
H4 -0.3685 1.8382 -1.1380
H5 1.3950 1.8894 -0.0473
C3 1.7843 -0.9729 -0.1691
C4 0.3523 -0.3707 0.1178
H6 -1.0054 -2.1966 -0.0305
O2 -1.8906 1.1629 0.1709
H7 2.0530 -1.8539 0.4586

Cartesian forces, eV/Å:
H 0.0 -0.2 -0.5
H 0.6 0.3 0.1
O 0.3 1.2 0.2
C 2.5 -4.1 -0.3
C -6.4 -1.5 -0.1
Si 0.5 -0.1 0.7
H 1.3 0.7 0.1
H -0.2 1.1 -1.9
H 0.9 0.4 0.5
C -1.6 0.3 1.6
C 3.0 -0.4 -0.5
H 1.0 2.0 0.2
O -1.4 -0.2 0.4
H -0.5 0.4 -0.6

relative energy (zero: lowest compared OMol25 entry of this formula, charge and spin) = 87.8 kJ/mol
highest occupied orbital energy = -4.4 eV
DFT total energy = -596.57893 a.u.
gap between HOMO and LUMO = 0.3072 Ha
net charge = -1


Record 2
A molecular structure, C4H7O3Pm, computed with ωB97M-V with the def2-TZVPD basis set.

CARTESIAN COORDINATES (ANGSTROEM)
H1 -2.6480 0.5326 -0.4866
H2 -0.6290 -0.7362 1.4155
H3 3.5779 2.2154 -1.0710
H4 -1.7750 2.8750 -0.0872
C1 -0.5363 -1.2324 0.4414
C2 -1.0810 2.0226 -0.0455
O1 0.1308 2.1915 0.2274
H5 1.0099 -2.5196 1.0573
H6 -1.3095 -1.9979 0.3030
O2 -0.7413 -0.2345 -0.5904
H7 0.8634 -2.3248 -0.7568
C3 -1.5813 0.7618 -0.4640
O3 1.8676 -0.8727 0.2606
Pm1 1.9927 1.1227 -0.4274
C4 0.8592 -1.8035 0.2236

Cartesian forces, eV/Å:
H 0.1 0.3 -0.2
H 0.0 -0.1 -0.2
H 0.1 0.0 0.0
H 0.2 -0.2 0.4
C -0.1 -0.7 0.4
C -0.5 0.5 -0.9
O -0.7 0.5 0.1
H -0.1 -0.1 -0.6
H 0.2 0.1 0.3
O 1.0 0.9 -0.8
H 0.0 -0.1 0.6
C -0.6 -0.5 1.0
O 0.5 1.7 -0.4
Pm 0.6 -1.4 0.2
C -0.6 -1.1 0.2

expectation value of S² = 8.7628
relative energy (zero: lowest compared OMol25 entry of this formula, charge and spin) = 159.5 kJ/mol
highest occupied orbital energy (spin up / spin down) = -12.5 / -12.5 eV
DFT total energy = -990.36545 a.u.
gap between HOMO and LUMO (spin up / spin down) = 0.2935 / 0.2032 Ha
net charge = +1
spin multiplicity = 6


Record 3
A molecular structure, C4H7O3Rh, computed with ωB97M-V with the def2-TZVPD basis set.

CARTESIAN COORDINATES (ANGSTROEM)
H1 0.9040 -2.3506 0.8895
H2 0.7393 -1.5590 -0.7065
Rh1 -1.7697 -0.4753 2.7412
C1 -0.6315 1.2810 -2.5345
O1 -0.5001 -0.1367 1.3096
H3 1.0893 0.6710 0.3061
C2 1.2270 -1.4993 0.2756
C3 0.8991 -0.1915 0.9541
O2 -1.3323 1.3031 -1.4601
C4 -1.4255 0.6777 0.6263
H4 2.3143 -1.5630 0.1323
H5 0.4713 1.2419 -2.4175
H6 -1.0028 1.9241 -3.3584
H7 1.4627 -0.0624 1.8859
O3 -2.4450 0.7389 1.3565

Cartesian forces, eV/Å:
H 0.2 0.1 -0.2
H 0.2 -0.1 0.2
Rh -1.5 -2.0 4.3
C -0.5 3.1 4.5
O -0.2 1.2 -2.2
H -0.1 -0.1 0.2
C -0.2 -0.1 -0.1
C 2.1 -0.1 -0.6
O 0.9 -0.6 -4.0
C 0.0 -0.1 1.4
H -0.3 0.0 0.1
H -0.4 -1.2 -0.5
H -0.4 -1.1 -0.2
H -0.3 0.1 -0.1
O 0.6 1.0 -2.8

expectation value of S² = 6.0110
relative energy (zero: lowest compared OMol25 entry of this formula, charge and spin) = 0.0 kJ/mol
highest occupied orbital energy (spin up / spin down) = -18.9 / -18.8 eV
DFT total energy = -491.87791 a.u.
gap between HOMO and LUMO (spin up / spin down) = 0.3271 / 0.2331 Ha
net charge = +2
spin multiplicity = 5


Record 4
A molecular structure, C4H7O3Ru, computed with ωB97M-V with the def2-TZVPD basis set.

CARTESIAN COORDINATES (ANGSTROEM)
H1 -1.2521 1.3054 1.2580
O1 -0.1147 -1.4037 0.0108
O2 -1.3199 0.6407 -1.9593
O3 0.4341 0.9849 0.0950
H2 -2.0945 2.3144 -1.0942
H3 1.5442 -1.8699 1.2299
C1 1.3535 0.2505 0.9520
H4 0.0655 -1.1267 1.9527
H5 -0.5290 -2.1416 -3.2532
C2 -1.5612 1.3544 -1.0140
H6 1.4273 0.7870 1.9040
H7 2.3146 0.2546 0.4280
C3 0.7318 -1.1414 1.0692
Ru1 -0.1865 -1.2503 -1.8637
C4 -0.8132 1.0417 0.2848

Cartesian forces, eV/Å:
H 0.0 -1.0 0.2
O -0.1 -0.8 0.2
O -0.8 0.5 -0.1
O -1.5 0.0 -0.8
H -0.4 -0.3 0.0
H -0.4 0.0 -0.3
C 1.0 0.4 0.8
H 0.5 -0.3 -0.1
H 0.0 -0.3 0.3
C 0.9 0.3 -0.2
H 0.1 -0.3 -0.1
H -0.3 0.3 0.0
C -0.5 0.1 1.8
Ru 0.4 -0.4 -1.8
C 1.1 2.0 0.0

expectation value of S² = 8.7568
highest occupied orbital energy (spin up / spin down) = -18.7 / -19.8 eV
DFT total energy = -476.23923 a.u.
gap between HOMO and LUMO (spin up / spin down) = 0.2511 / 0.2827 Ha
net charge = +2
spin multiplicity = 6


Record 5
A molecular structure, C4H7O3Tl, computed with ωB97M-V with the def2-TZVPD basis set.

CARTESIAN COORDINATES (ANGSTROEM)
H1 1.6496 -2.2530 0.0539
Tl1 -3.1643 -1.3159 0.8140
H2 0.7623 -1.1831 -1.0599
O1 0.1632 2.7195 -0.8493
H3 1.4799 3.9143 -1.8187
H4 0.0136 -2.7051 -0.4962
O2 -1.2875 -0.7668 0.7565
H5 0.6220 -0.2090 1.2024
H6 0.0920 -1.7662 1.8918
C1 0.0811 -1.1391 0.9915
C2 0.6554 -1.8633 -0.2037
O3 -2.8836 0.6055 0.4220
C3 1.2820 2.9900 -1.2344
H7 2.1646 2.3874 -0.9306
C4 -1.6303 0.5846 0.4607

Cartesian forces, eV/Å:
H -0.3 0.1 0.0
Tl -7.6 -7.3 1.3
H 0.0 -0.2 0.2
O 1.1 -0.2 -0.4
H -0.1 -0.3 0.0
H 0.3 0.1 0.1
O 4.7 4.7 -0.8
H -0.2 -0.3 0.1
H -0.2 0.2 -0.2
C 2.9 -0.8 0.4
C -0.2 0.1 -0.3
O 4.3 5.7 -1.1
C -0.9 0.4 0.7
H -0.2 0.0 -0.2
C -3.6 -2.1 0.3

relative energy (zero: lowest compared OMol25 entry of this formula, charge and spin) = 762.2 kJ/mol
highest occupied orbital energy (spin up / spin down) = -17.8 / -16.5 eV
DFT total energy = -553.84160 a.u.
gap between HOMO and LUMO (spin up / spin down) = 0.1737 / 0.0894 Ha
net charge = +2


Record 6
2 unconnected molecules or ions with the total composition C4H7OP, computed with ωB97M-V with the def2-TZVPD basis set.

CARTESIAN COORDINATES (ANGSTROEM)
H1 -0.9531 -2.1177 -1.6231
H2 0.8720 -1.5924 -0.7839
H3 -1.3372 1.5522 -0.6926
O1 4.0286 -0.3777 -1.1075
H4 2.2645 -0.7692 0.2588
H5 -0.4088 1.9157 1.0005
C1 -1.2866 1.5171 0.4557
C2 -1.2857 0.0934 0.9195
H6 -2.1872 2.0311 0.8580
H7 -1.5005 -0.0565 1.9472
P1 2.9082 0.2713 -0.4813
C3 -0.2670 -1.6156 -0.8387
C4 -0.8473 -0.8515 0.0875

Cartesian forces, eV/Å:
H 1.8 0.6 1.3
H -1.8 -0.7 -0.6
H 0.6 0.3 1.9
O 2.2 -1.2 -1.3
H -0.2 -0.3 0.4
H -0.3 0.6 -1.0
C -0.8 0.1 -0.4
C 0.9 -1.5 -2.2
H 0.6 -0.2 -0.3
H -0.3 -0.6 0.7
P -1.9 1.7 0.9
C -0.9 0.8 0.4
C 0.2 0.3 0.1

relative energy (zero: lowest compared OMol25 entry of this formula, charge and spin) = 304.2 kJ/mol
highest occupied orbital energy = -9.5 eV
DFT total energy = -573.07938 a.u.
gap between HOMO and LUMO = 0.3159 Ha


Look up the DFT total energy of the fifth one.
-553.84160 a.u.


Copy entry 4 word for word.
A molecular structure, C4H7O3Ru, computed with ωB97M-V with the def2-TZVPD basis set.

CARTESIAN COORDINATES (ANGSTROEM)
H1 -1.2521 1.3054 1.2580
O1 -0.1147 -1.4037 0.0108
O2 -1.3199 0.6407 -1.9593
O3 0.4341 0.9849 0.0950
H2 -2.0945 2.3144 -1.0942
H3 1.5442 -1.8699 1.2299
C1 1.3535 0.2505 0.9520
H4 0.0655 -1.1267 1.9527
H5 -0.5290 -2.1416 -3.2532
C2 -1.5612 1.3544 -1.0140
H6 1.4273 0.7870 1.9040
H7 2.3146 0.2546 0.4280
C3 0.7318 -1.1414 1.0692
Ru1 -0.1865 -1.2503 -1.8637
C4 -0.8132 1.0417 0.2848

Cartesian forces, eV/Å:
H 0.0 -1.0 0.2
O -0.1 -0.8 0.2
O -0.8 0.5 -0.1
O -1.5 0.0 -0.8
H -0.4 -0.3 0.0
H -0.4 0.0 -0.3
C 1.0 0.4 0.8
H 0.5 -0.3 -0.1
H 0.0 -0.3 0.3
C 0.9 0.3 -0.2
H 0.1 -0.3 -0.1
H -0.3 0.3 0.0
C -0.5 0.1 1.8
Ru 0.4 -0.4 -1.8
C 1.1 2.0 0.0

expectation value of S² = 8.7568
highest occupied orbital energy (spin up / spin down) = -18.7 / -19.8 eV
DFT total energy = -476.23923 a.u.
gap between HOMO and LUMO (spin up / spin down) = 0.2511 / 0.2827 Ha
net charge = +2
spin multiplicity = 6


Among the records above, which one has the highest DFT total energy?
C4H7O3Ru


DFT total energy of number 5 (C4H7O3Tl)?
-553.84160 a.u.